(1)
This record from the OMol25 dataset describes a molecular structure, C17H24AlBr5Cl3FIO9PS at a distorted geometry. The level of theory is ωB97M-V/def2-TZVPD.

Output
E: -461755.73882 eV
LUMO energy: -4.6402 eV
gap between HOMO and LUMO: 2.085 eV
F_max: 3.1 eV Å⁻¹

The geometry in ORCA input format:
```
! wB97M-V def2-TZVPD RIJCOSX def2/J DEFGRID3
* xyz 0 1
C -3.9266 1.6543 1.0915
C -2.7636 1.9763 0.1338
C -1.8240 0.7983 -0.2117
I -2.3130 -1.1278 0.7552
S -1.5566 0.4864 -1.9862
C -2.8093 1.1992 -3.0238
Br -2.2931 2.5819 -4.2341
C -4.0729 0.7762 -3.0171
C -5.1922 1.3223 -3.8442
Br -4.5170 -0.6738 -1.8682
P 0.3218 1.5278 -2.2730
O 1.1166 1.0289 -1.1398
O 0.1847 3.0730 -2.1824
O 0.9886 1.0666 -3.6152
H -4.6265 0.9429 0.6583
H -3.5682 1.3724 2.0787
H -4.4707 2.5955 1.2183
H -3.1709 2.4893 -0.7394
H -2.1617 2.7143 0.6727
H -0.8374 1.0452 0.1792
H -5.3618 0.7147 -4.7345
H -5.0885 2.3813 -4.0648
H -6.0997 1.2137 -3.2456
H 0.1523 3.4383 -1.2384
H 1.4292 0.2156 -3.3280
C 4.1233 -0.9997 -1.9204
O 2.7559 -0.8142 -2.3780
H 4.8057 -0.8198 -2.7398
H 4.3363 -0.2938 -1.1173
H 4.2649 -2.0174 -1.5650
H 2.1837 -0.9780 -1.6251
C 0.9139 -5.7445 -0.2385
C 0.1510 -5.0001 0.5495
C -1.2084 -5.4003 0.9660
O -1.8402 -4.6765 1.6999
C -1.7182 -6.6876 0.4559
C -0.9733 -7.4527 -0.3424
C 0.3979 -7.0504 -0.7515
O 1.0801 -7.7394 -1.4702
H 1.9144 -5.4573 -0.5460
H 0.4777 -4.0315 0.9644
H -2.7165 -6.9641 0.7684
H -1.3260 -8.4000 -0.7280
Cl 2.8981 2.8624 0.6156
F 6.5757 -1.7426 -1.5821
C 0.4901 -3.4598 4.4109
Br -1.2906 -2.7630 4.4256
Br 0.5291 -5.3693 4.2327
Br 1.5874 -2.6055 3.0360
H 0.9509 -3.2085 5.3566
C 3.4581 6.0411 1.7788
C 4.2712 5.7803 3.0259
O 3.8370 6.8261 3.9017
C 2.6035 7.2221 3.5001
O 1.8984 7.9536 4.1136
O 2.2836 6.6680 2.3046
H 3.2009 5.1319 1.2386
H 3.9527 6.7349 1.0953
H 4.0360 4.8172 3.4837
H 5.3429 5.8388 2.8555
Al 0.8501 -2.3950 0.3424
Cl -4.1590 -3.1874 0.2042
Cl 1.5221 4.5694 -0.3630
*
```

---

(2)
This record from the OMol25 dataset describes 12 unconnected molecules or ions with the total composition C47H90Cl22F3IN3O7P2S at a distorted geometry. The level of theory is ωB97M-V/def2-TZVPD.

Output
E: -390155.39963 eV
LUMO energy: -2.3221 eV
gap between HOMO and LUMO: 8.672 eV
F_max: 4.4 eV Å⁻¹

The geometry in ORCA input format:
```
! wB97M-V def2-TZVPD RIJCOSX def2/J DEFGRID3
* xyz 1 1
C 3.5841 1.3569 0.8277
C 2.3139 0.7166 0.3045
O 1.4098 1.7097 -0.3002
P 1.4542 1.9219 -1.8673
O 1.0786 3.3047 -2.2157
C 0.2860 0.7645 -2.6134
C -0.0815 -0.4592 -1.7255
C -0.1235 -1.8967 -2.3399
S 1.4809 -2.1023 -3.1911
O 2.4574 -1.4808 -2.3514
O 1.4046 -1.6538 -4.5546
C 2.0862 -3.8806 -3.3155
F 1.4745 -4.5290 -4.3041
F 1.9955 -4.5428 -2.1640
F 3.3678 -3.7062 -3.6346
C -0.1117 -2.8208 -1.1346
C -1.5346 -2.7278 -0.6044
O -1.7607 -1.7915 0.4725
C -1.8030 -2.4169 1.6176
N -1.8977 -3.0076 2.6246
C -2.3752 -2.5206 -1.8853
P -3.9465 -1.4655 -1.8458
C -3.5781 0.1735 -1.1003
C -4.7830 1.1206 -1.3497
C -4.9219 -2.3723 -0.5944
C -6.2752 -1.7025 -0.3769
N -1.4188 -2.2584 -3.0550
C -1.1910 -3.5227 -3.8457
C -2.4718 -4.2449 -4.3116
C -2.6624 -5.5967 -3.5921
C -1.6154 -6.6416 -3.9709
N -0.5957 -6.7517 -2.9059
C 0.0337 -8.0497 -2.8414
C 1.4117 -8.1537 -3.4114
O -0.5335 -8.9930 -2.3234
C -1.7124 -1.0772 -3.9588
C -2.7680 -1.2209 -5.0665
C -2.2238 -1.7685 -6.3996
I -3.4587 0.8001 -5.3817
O 2.8689 1.4934 -2.4379
C 3.8716 2.5529 -2.4912
C 5.2015 1.9074 -2.8242
H 3.7843 0.9636 1.8189
H 4.4354 1.1126 0.2026
H 3.4501 2.4279 0.9315
H 1.7511 0.2705 1.1039
H 2.5211 -0.0695 -0.4156
H 0.6649 0.5191 -3.5988
H -0.5891 1.3914 -2.7620
H 0.6375 -0.5234 -0.9213
H -1.0251 -0.2335 -1.2380
H 0.7112 -2.6605 -0.4474
H -0.0254 -3.8758 -1.3885
H -1.7869 -3.7136 -0.2316
H -2.8513 -3.4894 -1.9651
H -2.7005 0.6361 -1.5355
H -3.4323 0.1001 -0.0258
H -4.4321 2.0672 -1.7407
H -5.3584 1.2709 -0.4475
H -5.4242 0.7135 -2.1288
H -5.0771 -3.3856 -0.9645
H -4.4119 -2.4450 0.3658
H -6.7767 -1.4749 -1.3128
H -6.1327 -0.7837 0.1819
H -6.9288 -2.3425 0.2050
H -0.6215 -3.2357 -4.7193
H -0.6360 -4.2329 -3.2497
H -2.3545 -4.4644 -5.3648
H -3.3758 -3.6727 -4.1355
H -2.6414 -5.4187 -2.5187
H -3.6456 -5.9588 -3.8758
H -2.1166 -7.6041 -4.0585
H -1.1302 -6.3945 -4.9127
H -0.9956 -6.5412 -2.0005
H 1.6969 -7.2529 -3.9394
H 1.4885 -9.0282 -4.0468
H 2.1032 -8.2704 -2.5802
H -1.9350 -0.2142 -3.3538
H -0.7730 -0.8508 -4.4523
H -3.6469 -1.7425 -4.7328
H -2.4344 -1.0843 -7.2085
H -2.7686 -2.6730 -6.6518
H -1.1576 -1.9619 -6.3559
H 3.9149 3.0514 -1.5307
H 3.6180 3.2666 -3.2646
H 5.0183 1.1283 -3.5570
H 5.6861 1.5081 -1.9388
H 5.8415 2.6875 -3.2272
Cl 4.3766 -0.6874 5.3537
C 4.3685 -2.2492 4.4917
C 4.2602 -2.1002 3.0013
Cl 2.6430 -1.5443 2.4634
H 3.5562 -2.8547 4.8871
H 5.3134 -2.7332 4.7332
H 4.4138 -3.0658 2.5231
H 4.9977 -1.4032 2.6185
Cl -4.0379 3.7354 2.6090
C -2.4299 2.9774 2.7263
C -1.5147 3.4245 1.6140
Cl -2.0809 2.7901 0.0423
H -2.5756 1.9043 2.7358
H -2.0078 3.2780 3.6853
H -0.4972 3.0653 1.7572
H -1.4927 4.5097 1.5541
Cl 5.2326 2.1291 6.4445
C 4.6920 3.2725 7.7024
C 3.3208 2.9156 8.2086
Cl 2.0590 3.1908 6.9794
H 4.7168 4.2762 7.2857
H 5.4139 3.2148 8.5153
H 3.0712 3.5437 9.0627
H 3.2633 1.8768 8.5154
Cl 0.7583 -3.5992 4.3791
C -0.7102 -4.5537 4.7251
C -1.3244 -4.1776 6.0479
Cl -0.3009 -4.6608 7.4256
H -0.4396 -5.6059 4.6972
H -1.4194 -4.3509 3.9236
H -2.2792 -4.6870 6.1650
H -1.4891 -3.1054 6.1153
Cl -0.9836 4.3541 -3.4218
C 0.5131 5.2938 -3.1907
C 0.2431 6.6364 -2.5692
Cl -0.6418 7.7316 -3.6697
H 0.9961 5.3919 -4.1592
H 1.1531 4.6986 -2.5412
H 1.1858 7.1244 -2.3294
H -0.3419 6.5427 -1.6580
Cl -8.6511 0.3780 -3.0200
C -9.9877 -0.7971 -2.8768
C -10.7352 -0.6566 -1.5765
Cl -9.7272 -1.1296 -0.1850
H -9.5629 -1.7921 -2.9804
H -10.6638 -0.6167 -3.7104
H -11.6049 -1.3110 -1.5839
H -11.0688 0.3643 -1.4125
Cl 10.9165 4.2121 -2.7922
C 9.7657 3.2619 -3.7637
C 8.5955 4.0889 -4.2282
Cl 7.5387 4.5736 -2.8753
H 9.4386 2.4181 -3.1615
H 10.3103 2.8855 -4.6278
H 7.9860 3.5046 -4.9165
H 8.9221 4.9931 -4.7341
Cl -5.9960 1.7056 6.8284
C -4.4030 0.9259 6.9804
C -3.4676 1.3322 5.8728
Cl -3.9824 0.6884 4.2918
H -4.5570 -0.1499 6.9933
H -3.9839 1.2323 7.9373
H -2.4726 0.9335 6.0661
H -3.4007 2.4146 5.7852
Cl 1.4194 0.4840 9.5631
C 1.7751 -1.2514 9.7715
C 2.9422 -1.4702 10.6963
Cl 4.4702 -0.8991 9.9741
H 1.9619 -1.6710 8.7863
H 0.8806 -1.7161 10.1825
H 3.0578 -2.5343 10.8948
H 2.8040 -0.9512 11.6409
Cl -3.9949 11.2410 -2.6807
C -3.7549 9.8426 -3.7608
C -3.8400 10.2244 -5.2145
Cl -5.4906 10.6978 -5.6949
H -4.4980 9.0923 -3.5037
H -2.7677 9.4410 -3.5452
H -3.5627 9.3701 -5.8301
H -3.1747 11.0520 -5.4457
Cl 6.5848 0.6740 3.1153
C 8.2109 1.4078 3.1837
C 8.1453 2.8395 3.6448
Cl 7.3625 3.8906 2.4360
H 8.6598 1.3266 2.1973
H 8.7983 0.8187 3.8856
H 9.1539 3.2200 3.7956
H 7.5914 2.9299 4.5761
*
```

---

(3)
This record from the OMol25 dataset describes a molecular structure, C24H27CrN6O2S at a distorted geometry. The level of theory is ωB97M-V/def2-TZVPD.

Output
E: -77614.93325 eV
LUMO energy (alpha / beta): -0.5028 / -0.5041 eV
gap between HOMO and LUMO (alpha / beta): 4.914 / 5.400 eV
F_max: 1.2 eV Å⁻¹

The geometry in ORCA input format:
```
! wB97M-V def2-TZVPD RIJCOSX def2/J DEFGRID3
* xyz 0 6
Cr 0.5475 -0.4023 -1.1477
S 2.6233 -1.5029 -1.0339
C 2.7009 -1.1814 0.7097
N 3.8948 -1.3401 1.2642
N 4.1087 -0.9873 2.5520
C 3.6261 0.0760 3.3032
C 3.7195 0.0123 4.6969
C 3.2924 1.0715 5.4799
C 2.7740 2.2174 4.8953
C 2.7186 2.3018 3.5094
C 3.1444 1.2525 2.7172
N 1.6185 -0.8929 1.4152
N 0.4320 -0.8765 0.7835
C -0.6466 -0.8582 1.6619
C -1.9642 -0.8595 1.1725
C -3.0479 -0.8537 2.0331
C -2.8639 -0.8512 3.4089
C -1.5665 -0.8528 3.9067
C -0.4738 -0.8563 3.0601
H 4.8098 -1.5601 2.9843
H 4.1191 -0.8818 5.1620
H 3.3567 0.9997 6.5584
H 2.4255 3.0379 5.5090
H 2.3409 3.2040 3.0412
H 3.1361 1.3363 1.6411
H -2.1224 -0.8720 0.1075
H -4.0525 -0.8558 1.6241
H -3.7158 -0.8532 4.0769
H -1.4061 -0.8580 4.9784
H 0.5297 -0.8570 3.4585
O 1.3062 1.3514 -1.8190
N 0.9683 2.5894 -1.6336
C 1.0865 3.1292 -0.4024
C 0.7667 4.4463 -0.1847
C 0.3143 5.2383 -1.2316
C 0.1989 4.6546 -2.4872
C 0.5287 3.3345 -2.6685
H 1.4316 2.4494 0.3636
H 0.8691 4.8570 0.8095
H 0.0552 6.2752 -1.0770
H -0.1473 5.2317 -3.3328
H 0.4732 2.8133 -3.6113
O -1.2681 -0.4946 -1.9547
C -1.9296 -0.7693 -2.9446
C -3.4071 -1.0038 -2.8686
C -3.6937 -2.4365 -3.3741
C -2.5704 -3.4478 -3.0491
C -1.4449 -3.5194 -4.0975
C -0.5090 -2.3098 -4.0903
N -1.3048 -1.0658 -4.1352
H -3.9538 -0.2634 -3.4584
H -3.7133 -0.8939 -1.8294
H -3.8717 -2.4314 -4.4525
H -4.6204 -2.7689 -2.9069
H -3.0162 -4.4402 -2.9776
H -2.1428 -3.2234 -2.0659
H -1.8998 -3.6097 -5.0902
H -0.8508 -4.4208 -3.9352
H 0.1626 -2.3346 -4.9470
H 0.0994 -2.2863 -3.1839
H -1.9755 -1.1070 -4.8934
*
```

---

(4)
This record from the OMol25 dataset describes C3H6N2O in the gas phase at a distorted geometry. The level of theory is ωB97M-V/def2-TZVPD.

Output
E: -8232.56882 eV
LUMO energy: -0.3094 eV
gap between HOMO and LUMO: 9.187 eV
F_max: 1.5 eV Å⁻¹

The geometry in ORCA input format:
```
! wB97M-V def2-TZVPD RIJCOSX def2/J DEFGRID3
* xyz 0 1
O -1.4145 0.1064 2.3899
C -0.6613 0.0886 1.3589
N -0.1007 -0.9476 0.7108
C 0.2747 -0.7061 -0.6827
C 0.5782 0.7846 -0.8785
N -0.6382 1.3733 1.2884
H -0.4792 -1.8561 0.9543
H -0.5614 -0.9636 -1.3433
H 1.1259 -1.3412 -0.9506
H 1.3491 1.1418 -0.1508
H 0.9268 0.9592 -1.9038
H -0.3996 1.3608 -0.7927
*
```

---

(5)
This record from the OMol25 dataset describes a molecular structure, CdH12O6 at a distorted geometry. The level of theory is ωB97M-V/def2-TZVPD.

Output
E: -17028.67701 eV
LUMO energy: -7.2019 eV
gap between HOMO and LUMO: 12.953 eV
F_max: 2.5 eV Å⁻¹

The geometry in ORCA input format:
```
! wB97M-V def2-TZVPD RIJCOSX def2/J DEFGRID3
* xyz 2 1
Cd 29.4342 10.5519 -4.3065
O 28.9522 9.0080 -2.9828
H 28.4431 8.1975 -2.8435
H 29.5525 9.0457 -2.2283
O 29.5727 12.1246 -2.7505
H 29.0355 12.9214 -2.8507
H 30.0766 12.2699 -1.9401
O 27.4392 10.8847 -4.7197
H 27.3111 10.9899 -5.6724
H 26.6009 10.5217 -4.4018
O 31.3630 10.0052 -3.6341
H 32.2578 10.3356 -3.7934
H 31.4929 9.2187 -3.0907
O 30.3789 11.8323 -5.7436
H 31.2700 11.8554 -6.1154
H 29.8535 12.3808 -6.3405
O 29.6491 8.9279 -5.7719
H 29.2159 8.6573 -6.5918
H 30.1418 8.1477 -5.4888
*
```

---

(6)
This record from the OMol25 dataset describes 2 unconnected molecules or ions with the total composition C6H14N2O2 at a distorted geometry. The level of theory is ωB97M-V/def2-TZVPD.

Output
E: -13523.11006 eV
SMILES: CNC(C)=O.CNC(C)=O
LUMO energy: 0.6127 eV
gap between HOMO and LUMO: 10.145 eV
F_max: 4.4 eV Å⁻¹

The geometry in ORCA input format:
```
! wB97M-V def2-TZVPD RIJCOSX def2/J DEFGRID3
* xyz 0 1
C -0.0822 -0.6473 2.3380
C 0.7861 2.7158 0.6594
C -0.3623 0.6513 1.5861
O -1.4793 1.0666 1.2804
N 0.8311 1.3151 1.2135
H 0.7014 -1.2901 1.8089
H 1.6928 0.9561 1.5249
H -0.1889 3.0644 0.8139
H 0.1467 -0.3358 3.3550
H -1.0070 -1.2050 2.2984
H 1.1155 3.4048 1.5382
H 1.0945 2.6771 -0.3860
C -1.6168 -0.1719 -2.4587
C 0.9924 -1.9412 -0.3756
C 0.1248 -1.5768 -1.5329
O -0.2988 -2.4776 -2.2558
N -0.2616 -0.2190 -1.8541
H -0.0773 0.5789 -1.2543
H -1.7326 -0.9706 -3.2831
H 1.9036 -2.5424 -0.5282
H -2.4558 -0.2729 -1.8616
H -1.6836 0.6382 -3.1270
H 1.4915 -1.0196 0.1332
H 0.3657 -2.3982 0.3672
*
```

---

> The lowest F_max belongs to which entry?

C24H27CrN6O2S

---

> Which formula does entry 5 have?

CdH12O6

---

> Which of these has the highest E?

C3H6N2O

---

> What is the formula in the fifth record?

CdH12O6